Record 1
A 2-piece molecular cluster, CH6SSi overall at a distorted geometry, computed with ωB97M-V/def2-TZVPD.

Each line ends with the natural charge from an NBO analysis.
Cartesian coordinates (Å):
C: -0.919 -0.520 -0.182  -1.116
Si: -0.304 1.089 0.603  1.127
S: 2.948 -0.241 -0.416  -0.470
H: -0.856 -1.294 0.488  0.241
H: -2.056 -0.380 -0.525  0.248
H: -0.298 -0.811 -1.088  0.277
H: -0.043 1.176 1.961  -0.181
H: -0.669 2.218 -0.032  -0.206
H: 2.197 -1.237 -0.807  0.082

Computed properties:
LUMO energy (spin up / spin down) = -1.18 / -1.91 eV
ΔE to the lowest compared entry with this formula, charge and spin = 3.718 eV
gap between HOMO and LUMO (spin up / spin down) = 7.34 / 5.72 eV
HOMO level (spin up / spin down) = -0.31303 / -0.28026 hartree
net charge = 0
M = 78.212 g mol⁻¹

***

Record 2
One molecule with the formula CH6Si3 at a distorted geometry, computed with ωB97M-V/def2-TZVPD.

Each line ends with the natural charge from an NBO analysis.
Cartesian coordinates (Å):
C: 1.315 1.355 0.078  -1.036
Si: -0.958 -1.221 -0.003  -0.046
Si: -2.106 0.742 0.157  0.487
Si: 1.172 -0.386 0.253  0.768
H: 2.231 1.911 0.178  0.226
H: 0.487 1.950 -0.275  0.204
H: -1.251 -2.012 1.218  -0.107
H: -0.897 -2.285 -1.037  -0.104
H: -2.317 1.104 -1.284  -0.252
H: 2.324 -1.159 0.715  -0.139

Computed properties:
LUMO energy = -1.43 eV
ΔE to the lowest compared entry with this formula, charge and spin = 0.178 eV
gap between HOMO and LUMO = 7.02 eV
HOMO level = -0.31052 hartree
net charge = 0
M = 102.317 g mol⁻¹

***

Record 3
A 2-piece molecular cluster, CH7N2 overall at a distorted geometry, computed with ωB97M-V/def2-TZVPD.

Each line ends with the natural charge from an NBO analysis.
Cartesian coordinates (Å):
N: -0.537 -0.119 1.583  -0.962
H: -1.338 -0.748 1.785  0.444
H: 0.385 -0.616 1.640  0.443
H: -0.640 0.834 2.073  0.455
H: -0.550 0.237 0.471  0.449
C: 0.954 -0.047 -1.517  0.046
N: -0.054 0.475 -0.909  -0.680
H: 1.011 -0.150 -2.663  0.218
H: 1.603 -0.731 -0.915  0.189
H: -0.834 0.865 -1.548  0.398

Computed properties:
LUMO energy = -3.79 eV
ΔE to the lowest compared entry with this formula, charge and spin = 0.735 eV
gap between HOMO and LUMO = 11.92 eV
HOMO level = -0.57749 hartree
net charge = +1
M = 47.081 g mol⁻¹

***

Record 4
A 2-piece molecular cluster, CH7N2O overall at a distorted geometry, computed with ωB97M-V/def2-TZVPD.

Each line ends with the natural charge from an NBO analysis.
Cartesian coordinates (Å):
O: -1.907 -1.862 -1.412  -0.996
H: -2.693 -1.948 -0.916  0.450
N: -0.121 -0.296 0.723  -1.139
C: 0.371 0.753 -0.018  -0.057
N: 1.635 1.503 0.586  -0.922
H: 0.417 -1.153 0.743  0.298
H: -1.259 -1.468 -0.796  0.509
H: 0.719 0.499 -1.059  0.084
H: -0.325 1.552 -0.315  0.130
H: 1.112 1.748 1.441  0.321
H: 2.049 0.672 1.024  0.322

Computed properties:
LUMO energy = 4.60 eV
ΔE to the lowest compared entry with this formula, charge and spin = 1.113 eV
gap between HOMO and LUMO = 6.76 eV
HOMO level = -0.07953 hartree
net charge = -1
M = 63.080 g mol⁻¹

***

Record 5
A 2-piece molecular cluster, CH7N2O overall at a distorted geometry, computed with ωB97M-V/def2-TZVPD.

Each line ends with the natural charge from an NBO analysis.
Cartesian coordinates (Å):
O: 0.172 -0.967 -2.546  -1.033
H: 0.812 -0.257 -2.643  0.461
N: -0.705 -0.118 1.941  -0.909
C: 0.403 0.485 1.142  -0.059
N: 0.204 0.588 -0.271  -1.150
H: -1.452 0.560 1.893  0.323
H: -1.006 -0.925 1.422  0.336
H: 0.612 1.447 1.640  0.103
H: 1.285 -0.146 1.262  0.133
H: -0.059 -0.768 -1.592  0.512
H: -0.385 1.392 -0.491  0.283

Computed properties:
LUMO energy = 5.10 eV
ΔE to the lowest compared entry with this formula, charge and spin = 0.573 eV
gap between HOMO and LUMO = 7.16 eV
HOMO level = -0.07581 hartree
net charge = -1
M = 63.080 g mol⁻¹

***

Record 6
A 2-piece molecular cluster, CH7N2O2Si overall at a distorted geometry, computed with ωB97M-V/def2-TZVPD.

Each line ends with the natural charge from an NBO analysis.
Cartesian coordinates (Å):
C: 0.308 0.033 -3.768  0.053
N: 0.348 -0.475 -0.104  -0.595
N: -0.532 -0.088 -2.964  0.192
O: 0.606 0.771 -0.744  -0.539
O: -1.212 -0.285 -1.993  -0.444
Si: -0.537 -0.279 1.552  1.041
H: 0.547 0.143 -4.783  0.268
H: -0.293 -1.010 -0.871  0.455
H: 0.354 1.526 -0.189  0.499
H: 1.303 -0.990 -0.306  0.438
H: -0.247 1.108 1.803  -0.163
H: -1.635 -0.359 0.670  -0.119
H: 0.090 -1.047 2.603  -0.087

Computed properties:
LUMO energy = -3.93 eV
ΔE to the lowest compared entry with this formula, charge and spin = 2.895 eV
gap between HOMO and LUMO = 10.50 eV
HOMO level = -0.53005 hartree
net charge = +1
M = 107.165 g mol⁻¹

***

Record 7
A 2-piece molecular cluster, CH7N2O3 overall at a distorted geometry, computed with ωB97M-V/def2-TZVPD.

Each line ends with the natural charge from an NBO analysis.
Cartesian coordinates (Å):
C: 0.920 -0.562 -0.102  0.946
N: 0.836 -0.412 1.208  -0.746
N: -1.889 -0.044 0.108  -1.115
O: 0.629 -1.687 -0.582  -0.566
O: 1.556 1.569 -0.328  -0.387
O: 1.202 0.406 -0.925  -0.199
H: 0.134 -1.011 1.691  0.460
H: 0.761 0.561 1.481  0.432
H: -1.768 0.840 0.594  0.360
H: -2.862 -0.321 0.321  0.390
H: -2.065 0.280 -0.884  0.369
H: 0.525 -1.673 -1.593  0.547
H: 2.020 2.053 -0.990  0.510

Computed properties:
LUMO energy = -3.59 eV
ΔE to the lowest compared entry with this formula, charge and spin = 0.408 eV
gap between HOMO and LUMO = 11.37 eV
HOMO level = -0.54997 hartree
net charge = +1
M = 95.078 g mol⁻¹

***

Record 8
A 2-piece molecular cluster, CH7N2S overall at a distorted geometry, computed with ωB97M-V/def2-TZVPD.

Each line ends with the natural charge from an NBO analysis.
Cartesian coordinates (Å):
S: 2.636 -0.933 0.592  -0.142
H: 3.082 -0.474 1.773  0.110
N: 0.264 0.177 -1.136  -0.818
C: -1.025 0.421 -0.573  -0.042
N: -1.112 0.029 0.855  -0.868
H: 0.770 -0.607 -0.780  0.353
H: 0.896 0.957 -1.038  0.364
H: -1.802 -0.145 -1.093  0.149
H: -1.278 1.468 -0.751  0.172
H: -0.387 -0.638 1.046  0.361
H: -2.043 -0.256 1.104  0.362

Computed properties:
LUMO energy (spin up / spin down) = 0.92 / -2.70 eV
ΔE to the lowest compared entry with this formula, charge and spin = 0.197 eV
gap between HOMO and LUMO (spin up / spin down) = 9.81 / 6.17 eV
HOMO level (spin up / spin down) = -0.32670 / -0.32590 hartree
expectation value of S² = 0.7532
net charge = 0
multiplicity = 2
M = 79.148 g mol⁻¹

***

Record 9
A 2-piece molecular cluster, CH7N2Si overall at a distorted geometry, computed with ωB97M-V/def2-TZVPD.

Each line ends with the natural charge from an NBO analysis.
Cartesian coordinates (Å):
C: -0.104 0.700 -1.228  0.158
N: 0.264 1.884 -0.859  -0.654
N: -0.589 -0.669 0.804  -1.400
Si: 0.184 -2.049 1.206  1.444
H: -1.143 0.640 -1.390  0.233
H: -0.553 2.549 -0.658  0.435
H: 1.265 2.203 -0.692  0.453
H: 0.773 0.069 -1.536  0.246
H: -0.200 -3.056 2.285  -0.136
H: 1.352 -2.100 0.500  -0.197
H: -1.458 -0.111 1.079  0.419

Computed properties:
LUMO energy = -4.25 eV
ΔE to the lowest compared entry with this formula, charge and spin = 2.631 eV
gap between HOMO and LUMO = 9.59 eV
HOMO level = -0.50848 hartree
net charge = +1
M = 75.167 g mol⁻¹

***

Record 10
An isolated ion of composition CH7N2Si and charge +1 at a distorted geometry, computed with ωB97M-V/def2-TZVPD.

Each line ends with the natural charge from an NBO analysis.
Cartesian coordinates (Å):
N: 2.122 -0.002 0.029  -0.717
C: 0.914 -0.357 -0.425  0.403
N: -0.181 -0.135 0.254  -0.865
Si: -1.991 -0.007 -0.040  1.071
H: 2.982 -0.054 -0.522  0.457
H: 2.008 0.520 0.872  0.407
H: 0.701 -0.922 -1.339  0.234
H: 0.102 0.527 1.181  0.409
H: -1.883 0.346 -1.487  -0.121
H: -2.650 -1.076 0.523  -0.140
H: -2.125 1.159 0.953  -0.136

Computed properties:
LUMO energy = -3.80 eV
ΔE to the lowest compared entry with this formula, charge and spin = 0.712 eV
gap between HOMO and LUMO = 11.76 eV
HOMO level = -0.57178 hartree
net charge = +1
M = 75.167 g mol⁻¹

***

What did we get for DFT total energy? Answer: -19843.6317, -24762.5971, -4123.1770, -6177.2245, -6177.7645, -16090.2874, -10263.6798, -14964.0233, -11999.1467, -12001.0660 eV, in the order shown.